{"formula": "C30H52As3BrN2O3Pd", "method": "ωB97M-V/def2-TZVPD", "elements": ["Pd", "C", "C", "C", "C", "C", "C", "C", "Br", "C", "O", "C", "C", "C", "C", "C", "C", "H", "H", "H", "H", "H", "H", "H", "H", "H", "H", "H", "H", "H", "H", "H", "H", "H", "H", "H", "H", "C", "As", "C", "C", "C", "C", "C", "As", "C", "C", "C", "As", "C", "C", "H", "H", "H", "H", "H", "H", "H", "H", "H", "H", "H", "H", "H", "H", "H", "H", "H", "H", "H", "H", "H", "H", "H", "H", "H", "H", "H", "C", "N", "C", "C", "C", "O", "N", "C", "O", "H", "H", "H", "H", "H"], "xyz": [[-0.55, 0.18, 0.55], [-1.61, -5.48, -4.70], [-0.83, -5.49, -3.38], [-1.51, -6.46, -2.42], [0.60, -6.00, -3.65], [-0.77, -4.08, -2.81], [-1.33, -3.72, -1.60], [-1.23, -2.41, -1.18], [-2.05, -1.98, 0.50], [-0.60, -1.37, -1.86], [-0.61, -0.12, -1.42], [-0.03, -1.74, -3.11], [-0.15, -3.06, -3.53], [0.67, -0.79, -4.10], [-0.15, -0.72, -5.40], [2.07, -1.35, -4.41], [0.87, 0.64, -3.60], [-1.68, -6.49, -5.11], [-1.12, -4.85, -5.44], [-2.62, -5.10, -4.55], [-1.51, -7.47, -2.84], [-2.55, -6.18, -2.24], [-1.00, -6.51, -1.46], [0.56, -7.01, -4.06], [1.18, -6.02, -2.73], [1.12, -5.37, -4.37], [-1.84, -4.44, -0.97], [0.28, -3.32, -4.49], [-0.27, -1.71, -5.86], [0.34, -0.07, -6.12], [-1.15, -0.32, -5.20], [2.04, -2.33, -4.88], [2.66, -1.42, -3.49], [2.59, -0.68, -5.10], [-0.08, 1.15, -3.45], [1.45, 1.18, -4.36], [1.42, 0.65, -2.67], [1.30, 2.94, -1.05], [-0.04, 2.50, 0.25], [-1.37, 3.83, -0.20], [0.94, 3.09, 1.85], [0.25, 3.28, 3.21], [1.34, 3.82, 4.16], [-0.23, 1.94, 3.81], [-1.28, 0.70, 2.75], [-3.01, 1.53, 2.48], [-1.81, -0.57, 4.09], [-0.90, 4.29, 3.10], [-1.50, 5.22, 4.74], [-2.63, 6.49, 3.77], [-2.98, 4.04, 5.28], [1.48, 4.01, -0.98], [0.94, 2.68, -2.04], [2.20, 2.36, -0.86], [-0.96, 4.83, -0.05], [-2.28, 3.71, 0.37], [-1.60, 3.69, -1.26], [1.46, 4.01, 1.58], [1.70, 2.31, 1.93], [2.23, 3.20, 4.09], [1.01, 3.81, 5.20], [1.60, 4.84, 3.90], [-0.80, 2.12, 4.72], [0.64, 1.32, 4.10], [-3.38, 1.97, 3.40], [-3.70, 0.74, 2.16], [-2.98, 2.28, 1.69], [-2.42, -0.01, 4.80], [-0.93, -1.00, 4.54], [-2.41, -1.36, 3.63], [-1.77, 3.86, 2.62], [-0.56, 5.12, 2.47], [-2.01, 7.24, 3.30], [-3.30, 6.99, 4.48], [-3.23, 5.98, 3.01], [-2.61, 3.10, 5.68], [-3.66, 3.86, 4.45], [-3.53, 4.55, 6.08], [4.77, -1.39, -0.50], [3.76, -1.35, 0.54], [3.97, -1.91, 1.77], [3.06, -1.83, 2.74], [1.81, -1.14, 2.45], [0.97, -0.96, 3.35], [1.57, -0.68, 1.20], [2.55, -0.70, 0.25], [2.45, -0.18, -0.86], [5.66, -1.88, -0.10], [5.02, -0.39, -0.84], [4.40, -1.95, -1.36], [4.93, -2.41, 1.89], [3.22, -2.26, 3.71]], "multiplicity": 1, "energy_ha": -10918.8002, "e_homo_ha": -0.2634, "e_lumo_ev": -0.3, "e_above_lowest_kcal_mol": 0.00}

{"formula": "C3H9NO2S2", "method": "ωB97M-V/def2-TZVPD", "elements": ["S", "S", "C", "C", "C", "N", "O", "H", "H", "H", "H", "H", "H", "H", "H", "H", "O"], "xyz": [[0.62, -3.68, 0.45], [2.49, -0.89, 0.89], [1.24, -1.08, -0.41], [0.70, 0.05, -1.05], [-0.11, 1.02, -0.29], [-0.03, 2.30, -0.72], [-0.80, 0.73, 0.66], [-0.07, -4.55, 1.20], [0.39, -1.76, 0.05], [1.70, -1.72, -1.17], [0.98, 0.34, -2.05], [2.13, -2.12, 1.31], [0.53, 2.55, -1.52], [-0.56, 2.99, -0.22], [-2.44, 1.48, 0.80], [-3.74, 2.08, 1.35], [-3.04, 2.25, 0.71]], "multiplicity": 1, "energy_ha": -1121.1777, "e_homo_ha": -0.3102, "e_lumo_ev": -3.2, "e_above_lowest_kcal_mol": 105.28}

{"formula": "C32H28AsClN4OPdS2", "method": "ωB97M-V/def2-TZVPD", "elements": ["Pd", "S", "N", "C", "C", "C", "C", "C", "N", "C", "C", "N", "C", "C", "C", "C", "C", "N", "H", "H", "H", "H", "H", "H", "Cl", "C", "C", "C", "C", "C", "C", "C", "H", "H", "H", "H", "H", "H", "C", "C", "O", "S", "C", "C", "C", "C", "C", "C", "C", "C", "H", "H", "H", "H", "H", "H", "H", "C", "As", "C", "C", "H", "H", "H", "H", "H", "H", "H", "H", "H"], "xyz": [[-0.71, -1.20, 0.76], [5.31, -0.15, 5.63], [3.73, -0.28, 5.93], [3.14, -0.43, 4.76], [1.71, -0.61, 4.55], [0.81, -0.67, 5.61], [-0.52, -0.89, 5.33], [-0.90, -1.02, 3.99], [-0.05, -0.94, 2.98], [1.25, -0.75, 3.24], [2.18, -0.72, 2.09], [1.69, -0.85, 0.85], [2.52, -0.92, -0.17], [3.91, -0.86, -0.04], [4.43, -0.68, 1.22], [3.56, -0.60, 2.30], [4.04, -0.43, 3.66], [5.30, -0.27, 4.02], [1.17, -0.57, 6.62], [-1.26, -0.95, 6.11], [-1.93, -1.20, 3.73], [2.06, -1.03, -1.14], [4.54, -0.94, -0.91], [5.50, -0.61, 1.39], [0.90, -4.08, 2.05], [0.27, -3.91, 0.43], [1.00, -4.37, -0.58], [0.46, -4.36, -1.95], [-0.68, -3.75, -2.24], [-1.44, -2.96, -1.20], [-1.06, -3.31, 0.25], [-1.98, -3.11, 1.25], [1.97, -4.81, -0.40], [1.02, -4.87, -2.72], [-1.08, -3.75, -3.25], [-2.51, -3.09, -1.33], [-1.76, -3.42, 2.26], [-3.01, -2.93, 0.99], [-0.01, 5.20, -4.41], [-0.03, 5.04, -5.91], [0.15, 5.95, -6.68], [-0.37, 3.42, -6.60], [-0.54, 2.35, -5.19], [-1.80, 2.09, -4.66], [-1.96, 1.17, -3.65], [-0.85, 0.46, -3.13], [0.42, 0.77, -3.66], [0.57, 1.69, -4.68], [-1.01, -0.57, -2.17], [-1.14, -1.50, -1.38], [0.63, 4.46, -3.94], [-1.02, 5.06, -4.02], [0.33, 6.21, -4.17], [-2.66, 2.61, -5.06], [-2.94, 0.95, -3.25], [1.28, 0.25, -3.26], [1.55, 1.89, -5.09], [-2.19, 2.54, -0.27], [-1.85, 1.11, 1.01], [-3.68, 0.42, 1.06], [-1.91, 2.22, 2.63], [-3.10, 3.08, 0.01], [-2.31, 2.11, -1.27], [-1.35, 3.23, -0.29], [-4.41, 1.19, 1.29], [-3.75, -0.38, 1.80], [-3.89, -0.01, 0.08], [-2.90, 2.65, 2.75], [-1.18, 3.02, 2.52], [-1.65, 1.64, 3.51]], "multiplicity": 1, "energy_ha": -5150.6227, "e_homo_ha": [-0.2149, -0.2149], "e_lumo_ev": [-0.7, -0.7], "e_above_lowest_kcal_mol": 37.94}

{"formula": "C3H3IN2S", "method": "ωB97M-V/def2-TZVPD", "elements": ["C", "C", "C", "N", "N", "S", "I", "H", "H", "H"], "xyz": [[-0.42, 0.24, 0.00], [0.71, 1.09, 0.04], [-0.43, -1.21, 0.02], [-1.48, 0.98, -0.13], [0.56, 2.35, -0.12], [-1.06, 2.61, -0.08], [3.40, -1.48, -0.08], [-0.29, -1.62, 1.14], [-1.44, -1.61, -0.20], [0.46, -1.36, -0.59]], "multiplicity": 1, "energy_ha": -921.3750, "e_homo_ha": [-0.3615, -0.3619], "e_lumo_ev": [-1.5, -3.3], "e_above_lowest_kcal_mol": 72.38}

{"formula": "C5H9N2", "method": "ωB97M-V/def2-TZVPD", "elements": ["C", "C", "C", "C", "C", "N", "N", "H", "H", "H", "H", "H", "H", "H", "H", "H"], "xyz": [[1.53, 1.47, -0.22], [2.06, 0.82, -1.37], [-1.61, 0.48, 0.04], [-0.44, -0.18, -0.58], [-0.93, -1.54, 1.47], [-0.65, -0.21, 0.88], [0.69, 0.69, -0.74], [1.71, 2.07, 0.61], [2.27, 1.50, -2.31], [2.72, -0.02, -1.24], [-1.49, 1.60, 0.16], [-2.66, 0.10, -0.03], [-0.53, -1.00, -1.35], [-0.60, -1.65, 2.50], [-1.91, -1.89, 1.11], [-0.17, -2.26, 1.08]], "multiplicity": 1, "smiles": "CN1C[C@H]1[N+]1=CC1", "total_charge": 1, "energy_ha": -304.9989, "e_homo_ha": -0.5171, "e_lumo_ev": -4.9, "e_above_lowest_kcal_mol": 145.03}